[1]
This record from the OMol25 dataset describes a structure of composition C20H46FGaN3O6P2S2 in a non-equilibrium geometry. The level of theory is ωB97M-V/def2-TZVPD.

Results
charge: -1
⟨S²⟩: 2.008
E_tot: -133584.7291 eV
2S+1: 3

Cartesian coordinates (Å):
H1 8.675 3.247 -2.327
C1 7.696 3.369 -2.789
H2 7.767 4.241 -3.434
H3 6.204 2.353 0.119
H4 7.511 2.495 -3.413
C2 -3.970 -2.848 0.315
H5 0.199 -2.951 0.077
N1 5.248 3.414 -2.268
C3 4.759 4.585 -3.056
O1 -1.928 -0.119 0.626
H6 5.782 3.665 -4.762
C4 -7.788 -3.560 2.735
H7 -8.777 -3.918 3.021
H8 6.318 5.319 -4.449
N2 -5.773 -4.164 1.382
C5 -5.442 -2.880 0.687
C6 -7.785 -2.958 -0.340
H9 -9.085 -4.419 0.585
N3 -0.019 -3.752 0.652
H10 -7.155 -3.583 3.622
H11 1.395 1.685 0.125
H12 -6.131 -1.720 -0.975
C7 -6.292 -2.720 -0.571
H13 4.046 0.831 1.378
H14 -3.702 -3.610 -0.415
H15 4.747 6.725 -2.935
H16 -3.722 -1.886 -0.127
H17 2.936 5.248 -3.960
C8 -8.024 -4.301 0.349
Ga1 0.487 -1.073 2.356
H18 6.210 4.770 -0.013
C9 5.457 4.652 -4.436
H19 7.880 2.318 -0.413
S1 1.116 -0.674 4.532
H20 -1.692 -4.642 2.453
H21 1.656 0.543 4.510
C10 6.622 3.492 -1.692
C11 -5.655 -1.674 1.635
C12 -7.351 -5.889 2.151
H22 -3.341 -2.976 1.194
H23 2.439 0.926 -1.034
H24 7.852 4.880 -0.613
S2 -1.462 0.208 1.939
H25 -8.308 -2.945 -1.300
P1 2.120 -0.623 0.772
H26 6.461 6.917 -1.103
H27 3.073 3.488 -3.860
H28 6.663 1.368 -1.271
C13 4.988 5.883 -2.283
H29 1.529 -3.657 3.564
O2 -2.442 0.167 2.968
C14 3.720 -0.180 1.579
H30 -8.217 -2.145 0.250
H31 -8.390 -6.073 2.424
O3 -1.451 -3.772 2.826
H32 -6.733 -6.042 3.037
H33 -6.632 -1.201 1.515
H34 4.286 5.928 -1.445
H35 4.769 5.023 -5.194
C15 6.809 4.800 -0.927
H36 3.675 -0.314 2.648
H37 -5.537 -1.964 2.677
H38 7.119 6.202 -2.553
C16 6.846 2.312 -0.757
H39 0.798 0.395 -0.947
H40 -7.768 -5.107 -0.345
C17 6.408 6.032 -1.739
H41 -7.910 -2.524 2.431
C18 -7.211 -4.466 1.632
O4 1.108 -4.241 2.906
H42 2.678 4.435 -2.423
O5 -5.201 -5.164 0.813
H43 -4.910 -0.904 1.443
H44 -7.066 -6.628 1.405
C19 3.272 4.422 -3.334
C20 1.623 0.745 -0.352
H45 -5.939 -3.423 -1.333
P2 -0.045 -3.363 2.159
O6 4.399 3.094 -1.360
H46 4.464 -0.861 1.209
F1 -0.958 1.737 1.849

Atomic partial charges in e from the Löwdin method, atoms 1 to 5: H 0.085; C -0.037; H 0.057; H 0.076; H 0.091


[2]
This record from the OMol25 dataset describes a cluster of 10 separate species, C20H46IN12O21PS in total in a non-equilibrium geometry. The level of theory is ωB97M-V/def2-TZVPD.

Results
structure (SMILES): N=[PH2]C(=O)O[C@@H](I)CCCCCCCSc1nnco1.C[N+](=O)[O-].C[N+](=O)[O-].C[N+](=O)[O-].C[N+](=O)[O-].C[N+](=O)[O-].C[N+](=O)[O-].C[N+](=O)[O-].C[N+](=O)[O-].C[N+](=O)[O-]
E_tot: -110559.6148 eV
2S+1: 1

Cartesian coordinates (Å):
P1 -2.715 -2.427 3.972
H1 2.068 -0.741 -6.677
H2 1.830 -2.515 -6.641
H3 7.746 -3.352 -6.368
H4 -5.160 -6.010 1.606
H5 2.237 0.476 1.817
C1 2.455 2.529 1.099
N1 3.572 -1.884 -7.610
C2 -0.228 3.601 0.554
O1 -2.483 -2.414 1.032
H6 -4.556 10.411 3.957
N2 -1.195 2.942 1.207
N3 -3.535 -6.230 0.316
N4 -3.775 -1.895 5.027
H7 4.855 -0.331 -5.015
O2 -4.464 -1.943 1.977
H8 -4.435 -4.477 1.011
O3 4.383 -1.049 -7.245
H9 -1.320 -1.701 -2.019
N5 -2.230 2.758 0.341
O4 9.996 -4.633 -6.478
H10 -2.380 -0.382 -0.550
C3 -3.047 6.611 -0.056
H11 2.513 -3.534 6.574
O5 -3.786 8.528 0.996
O6 10.559 -2.797 -5.482
H12 -1.525 -1.658 4.161
O7 -0.475 -3.358 6.359
H13 1.379 -4.871 6.211
H14 8.256 -2.490 -4.886
H15 3.921 1.014 -5.727
O8 -4.174 8.327 -1.122
C4 1.747 1.113 1.024
N6 -3.727 7.934 -0.064
C5 4.279 0.565 -4.807
H16 -0.374 0.291 -3.036
C6 0.283 -0.253 -2.297
H17 -1.849 -0.669 1.921
H18 3.082 0.571 -0.601
N7 5.389 -3.293 -3.147
H19 -6.163 0.840 7.211
H20 0.989 -0.857 -2.909
H21 0.402 1.609 -1.135
H22 3.451 -3.058 -2.359
C7 1.131 0.863 -1.552
H23 1.577 -1.603 -8.167
N8 -7.065 0.107 5.474
H24 -3.673 8.912 3.542
H25 -7.456 -0.379 7.469
C8 -0.539 -1.225 -1.359
O9 0.834 -1.777 5.676
H26 8.019 -4.260 -4.846
O10 2.002 0.390 -4.433
H27 2.074 -3.905 4.873
C9 4.303 -3.720 -2.225
H28 0.663 1.148 1.310
H29 3.040 2.660 0.154
C10 8.328 -3.414 -5.451
O11 3.350 -0.357 -2.901
C11 -4.745 -5.487 0.747
O12 -3.521 -6.674 -0.815
O13 3.826 -2.883 -8.249
H30 1.808 1.443 -2.230
H31 -5.456 -5.469 -0.073
S1 1.301 3.945 1.442
N9 -4.823 8.799 5.285
C12 -6.593 -0.099 6.869
C13 -1.848 3.328 -0.809
N10 0.600 -2.928 5.988
H32 0.141 -2.055 -1.048
H33 3.194 2.504 1.941
H34 -2.022 6.772 0.273
H35 1.929 -0.763 -0.243
O14 6.420 -3.935 -3.120
O15 -4.903 7.592 5.402
H36 -2.366 -3.790 4.194
N11 9.748 -3.632 -5.835
C14 1.732 -3.890 5.906
H37 -0.952 0.478 0.103
O16 5.172 -2.335 -3.863
C15 2.147 -1.666 -7.243
H38 4.859 1.283 -4.228
N12 3.112 0.166 -3.979
O17 -7.909 0.964 5.298
H39 -3.588 5.968 0.636
H40 -5.448 9.007 3.300
C16 2.007 0.346 -0.338
O18 -6.575 -0.596 4.612
O19 -0.581 3.887 -0.760
H41 -5.846 -0.889 6.871
C17 -1.455 -1.377 1.134
H42 4.042 -4.745 -2.478
O20 -4.903 9.607 6.190
H43 -2.410 3.360 -1.764
O21 -2.641 -6.339 1.133
H44 -3.070 6.201 -1.061
C18 -4.608 9.327 3.911
I1 0.411 -2.166 1.922
C19 -3.332 -2.245 2.174
H45 4.689 -3.651 -1.210
C20 -1.323 -0.533 -0.183
H46 -4.602 -1.573 4.491

Atomic partial charges in e from the Löwdin method, atoms 1 to 5: P 0.756; H 0.072; H 0.105; H 0.104; H 0.106


[3]
This record from the OMol25 dataset describes a cluster of 6 separate species, C20H46N4O8PS in total in a non-equilibrium geometry. The level of theory is ωB97M-V/def2-TZVPD.

Results
charge: +1
E_tot: -63938.6557 eV
2S+1: 1

Cartesian coordinates (Å):
H1 -0.232 -0.032 -1.434
H2 2.626 2.362 -1.158
C1 -2.714 -0.645 0.061
P1 -0.448 -4.300 2.781
C2 0.848 -1.450 -0.275
C3 2.060 4.444 -1.141
H3 1.623 -0.820 0.130
O1 -6.441 -1.343 -0.863
H4 1.364 2.760 0.016
C4 -1.553 -3.352 -1.979
H5 2.834 4.752 -0.437
H6 -4.650 -5.679 0.408
H7 -0.031 3.653 4.931
H8 -0.557 -2.932 3.038
H9 1.253 -1.857 -1.191
C5 -0.489 2.242 3.362
C6 -3.689 -5.209 0.389
H10 1.026 2.731 -2.790
H11 -6.259 0.215 1.366
N1 -1.645 -1.362 -0.560
H12 6.099 1.833 0.606
C7 -3.208 -4.650 -0.761
H13 -1.023 -4.966 3.858
H14 -5.643 -1.460 -0.339
H15 -3.010 -1.823 -2.090
N2 -1.238 -3.971 0.274
O2 0.706 2.565 -1.900
H16 6.462 3.404 -3.196
H17 -2.658 1.021 -1.228
H18 -0.063 1.373 3.877
H19 9.458 4.047 -3.163
H20 4.572 -0.170 1.026
C8 4.982 0.048 0.040
H21 -1.629 2.909 5.074
C9 -2.912 -5.101 1.510
C10 8.574 3.575 -3.597
H22 8.752 2.500 -3.619
H23 -1.426 -1.339 -2.650
S1 1.311 -4.890 2.260
H24 2.412 4.659 -2.153
O3 3.990 -0.313 -0.933
O4 7.448 3.405 -1.433
H25 5.708 1.722 -1.104
H26 4.440 2.119 0.052
H27 8.464 3.934 -4.621
C11 1.735 2.970 -0.986
H28 -0.486 -3.469 -2.038
H29 1.222 3.035 2.893
O5 -3.033 -0.923 1.188
H30 -7.982 0.611 1.433
N3 -4.700 -4.977 3.120
C12 -1.663 -4.482 1.395
C13 -7.168 0.325 0.768
O6 -4.615 -4.514 4.133
O7 -3.281 -5.570 2.695
H31 8.209 3.830 -1.028
H32 4.390 -0.133 -1.787
C14 7.341 3.889 -2.771
C15 -3.400 0.412 -0.734
H33 0.663 -2.220 0.453
H34 -0.440 0.101 0.301
O8 0.447 2.738 2.407
H35 -1.329 4.161 3.856
H36 -8.381 -0.854 -0.571
H37 -2.005 -3.795 -2.849
C16 -0.374 -0.599 -0.519
C17 -7.488 -0.965 0.038
H38 -7.663 -1.774 0.755
H39 -4.019 0.988 -0.071
H40 -7.001 1.132 0.054
C18 5.335 1.517 -0.103
C19 -1.954 -1.883 -1.873
H41 -1.349 1.908 2.796
H42 1.169 5.048 -0.969
N4 -2.030 -4.045 -0.782
H43 5.863 -0.583 -0.106
H44 -3.768 -4.676 -1.673
C20 -0.897 3.301 4.367
H45 -3.998 -0.084 -1.483
H46 7.158 4.968 -2.756

Atomic partial charges in e from the Löwdin method, atoms 1 to 5: H 0.110; H 0.086; C -0.489; P 0.383; C -0.061


[4]
This record from the OMol25 dataset describes a structure of composition C20H46OP4Sm in a non-equilibrium geometry. The level of theory is ωB97M-V/def2-TZVPD.

Results
charge: +3
energy relative to the best compared isomer or geometry (same formula, charge and spin): 0.00 kcal/mol
⟨S²⟩: 8.922
2S+1: 6

Cartesian coordinates (Å):
H1 0.616 1.039 -5.699
H2 3.333 0.009 2.917
H3 3.125 -1.728 -0.196
H4 -0.391 -0.722 4.140
H5 -2.267 -3.945 2.003
C1 2.586 0.368 2.198
H6 -1.900 2.724 -1.824
H7 2.740 3.204 -1.738
H8 -1.163 1.395 3.771
H9 -2.443 2.496 3.273
H10 1.887 -3.113 -3.585
H11 -3.561 -3.714 -0.124
C2 -1.705 1.768 2.887
H12 -3.430 -0.047 -2.028
P1 -0.591 2.667 1.706
C3 -1.772 3.805 0.953
H13 3.026 0.389 1.196
C4 -3.036 0.882 -1.569
C5 -3.767 -1.382 1.591
H14 -0.108 4.528 3.152
H15 -2.117 -3.481 -1.160
P2 1.107 -2.073 -1.522
H16 -2.273 0.945 2.422
H17 0.400 2.424 0.656
C6 1.980 -2.356 2.543
H18 -3.489 1.157 -0.602
H19 -4.498 -2.199 1.502
H20 0.284 -4.094 -0.475
H21 3.476 -1.706 -1.949
C7 2.770 -1.383 -1.174
H22 -2.136 1.805 -3.364
H23 0.839 0.577 4.262
C8 0.693 1.187 -3.562
C9 1.189 -2.297 -3.351
H24 2.156 -2.889 1.600
C10 2.764 3.021 -3.898
H25 -1.321 4.336 0.110
O1 0.829 1.571 -1.166
C11 -1.542 -3.127 1.875
H26 1.530 -1.364 -3.821
H27 0.195 -2.550 -3.750
H28 2.268 1.382 2.468
C12 1.245 1.834 -2.415
C13 2.316 2.738 -2.616
H29 -3.571 -1.179 2.655
C14 0.433 3.621 2.863
H30 2.745 -0.286 -1.158
H31 2.033 -3.897 -0.186
H32 0.627 3.025 3.767
H33 -0.142 0.449 -3.480
C15 1.107 1.536 -4.858
H34 1.381 3.888 2.377
H35 -2.085 4.540 1.703
H36 -3.521 -2.377 -1.311
C16 -2.918 -2.969 -0.608
H37 -0.604 -3.539 1.476
H38 -1.346 -2.666 2.855
H39 3.629 3.669 -4.061
C17 -2.170 1.750 -2.259
Sm1 -1.001 -0.043 -1.186
C18 0.665 -0.469 3.988
C19 1.235 -3.791 -0.927
H40 -4.177 -0.477 1.120
P3 1.122 -0.746 2.226
H41 1.446 -4.455 -1.772
H42 2.448 2.792 -6.039
C20 2.144 2.464 -5.034
P4 -2.232 -1.882 0.713
H43 1.336 -2.970 3.193
H44 1.276 -1.115 4.633
H45 -2.635 3.217 0.610
H46 2.936 -2.171 3.059

Atomic partial charges in e from the Löwdin method, atoms 1 to 5: H 0.125; H 0.065; H 0.037; H 0.028; H 0.079


[5]
This record from the OMol25 dataset describes a structure of composition C20H46P4PbS in a non-equilibrium geometry. The level of theory is ωB97M-V/def2-TZVPD.

Results
charge: +4
energy relative to the best compared isomer or geometry (same formula, charge and spin): 61.88 kcal/mol
2S+1: 1

Cartesian coordinates (Å):
H1 2.200 -2.660 -8.399
H2 2.111 1.990 3.176
H3 2.914 -3.376 -6.119
H4 1.848 2.727 1.559
C1 -2.548 2.253 1.199
P1 1.086 0.401 1.665
Pb1 0.250 -0.033 -1.331
C2 1.905 3.291 -3.305
H5 -1.592 4.588 -0.202
H6 -0.260 4.043 -1.274
H7 -1.934 2.042 2.086
H8 1.431 -0.335 3.951
P2 2.256 2.264 -1.823
H9 -2.783 -0.309 2.637
H10 -4.161 -2.151 0.187
H11 1.372 -4.982 -1.290
H12 -3.365 1.518 1.151
P3 -1.902 -1.393 0.632
H13 -0.695 -4.809 -2.686
C3 1.774 -1.843 -5.106
H14 3.792 2.945 -0.050
H15 -0.844 -3.376 -0.350
H16 -2.975 3.263 1.291
C4 3.218 3.470 -0.825
H17 0.301 -1.289 -2.563
C5 1.416 -4.784 -2.366
H18 -3.904 -0.491 -0.443
H19 -0.311 -0.085 3.610
C6 0.885 -0.758 -5.241
H20 -2.314 2.431 -2.595
C7 0.952 -1.047 -7.667
C8 0.480 -0.374 -6.544
H21 -3.251 -1.894 -1.340
C9 -3.459 -1.490 -0.340
H22 2.861 3.587 -3.757
C10 0.632 -0.480 3.210
S1 0.276 0.180 -3.912
C11 3.628 1.243 -2.496
H23 -3.475 1.507 -1.601
H24 3.232 0.358 -3.014
C12 -2.795 2.370 -1.609
H25 -3.599 -1.867 2.317
H26 0.633 -0.729 -8.661
C13 2.236 -2.524 -6.236
H27 1.314 2.717 -4.031
H28 2.794 -1.292 1.322
C14 0.310 -4.702 -3.120
C15 -1.396 -3.162 0.576
H29 -1.958 -1.839 3.040
H30 -3.364 3.291 -1.420
H31 0.360 -4.520 -4.201
H32 2.066 -2.158 -4.106
H33 -0.214 0.461 -6.643
H34 0.513 -1.553 3.008
C16 2.811 -0.207 1.487
C17 -0.781 3.855 -0.325
H35 1.342 4.187 -3.011
C18 1.410 2.080 2.333
H36 -2.289 -3.800 0.627
H37 2.534 4.179 -0.338
H38 2.416 -4.677 -2.811
H39 -0.745 -3.376 1.434
H40 -0.065 3.964 0.501
H41 3.908 4.028 -1.474
C19 1.831 -2.130 -7.518
H42 4.283 0.921 -1.675
H43 3.312 0.275 0.635
P4 -1.512 2.175 -0.312
C20 -2.630 -1.350 2.324
H44 0.471 2.527 2.687
H45 4.204 1.849 -3.209
H46 3.362 0.013 2.411

Atomic partial charges in e from the Löwdin method, atoms 1 to 5: H 0.159; H 0.083; H 0.148; H 0.021; C -0.228


[6]
This record from the OMol25 dataset describes a structure of composition C20H48B2MgO10S5 in a non-equilibrium geometry. The level of theory is ωB97M-V/def2-TZVPD.

Results
E_tot: -102962.0392 eV
2S+1: 1

Cartesian coordinates (Å):
O1 -25.155 -3.057 17.726
O2 -21.470 -7.543 16.869
H1 -27.056 -6.328 20.303
H2 -26.889 -1.320 18.733
C1 -24.119 0.320 17.545
H3 -26.025 -0.395 16.755
H4 -21.679 -0.514 10.730
S1 -27.105 -5.860 13.473
C2 -23.366 -0.934 17.846
H5 -28.365 -3.075 15.489
H6 -24.569 -3.857 14.320
O3 -26.492 -5.131 14.618
H7 -22.787 -1.283 16.991
H8 -25.192 -7.928 20.834
B1 -27.437 -2.865 16.000
C3 -20.086 -6.290 13.920
O4 -27.202 -7.550 17.976
H9 -21.661 -4.916 14.893
H10 -26.196 -6.408 10.376
H11 -26.037 1.129 17.695
C4 -26.394 -4.388 11.278
H12 -26.858 -4.785 19.550
H13 -20.334 -1.126 11.632
C5 -21.317 -5.944 14.781
H14 -27.288 -3.691 16.678
O5 -25.777 -5.565 17.151
H15 -22.746 -4.328 12.320
C6 -21.252 -1.433 11.130
H16 -24.884 -6.452 13.140
H17 -21.041 -3.938 12.548
H18 -23.874 1.083 18.283
H19 -22.909 -3.323 14.753
C7 -26.344 -5.728 19.737
H20 -25.773 -3.595 11.695
O6 -24.180 -2.488 20.056
H21 -26.022 -7.581 12.326
H22 -25.745 -0.294 19.709
S2 -20.813 -6.314 16.460
H23 -20.030 -7.356 13.702
O7 -22.988 -3.862 9.595
C8 -25.736 -5.757 11.119
H24 -18.868 -7.712 15.892
C9 -22.197 -2.126 12.126
H25 -18.758 -4.852 14.904
H26 -24.564 -8.496 18.386
H27 -23.919 -4.241 15.899
H28 -27.495 -1.916 16.509
O8 -28.161 -6.837 13.662
O9 -21.048 -5.067 17.237
O10 -20.827 -5.096 9.937
H29 -24.278 -5.083 20.153
S3 -26.137 -6.601 18.136
H30 -23.258 -1.877 12.095
H31 -28.379 -5.167 11.534
B2 -23.911 -3.512 15.103
H32 -20.068 -5.915 12.897
H33 -25.287 -5.567 21.532
H34 -18.365 -6.373 16.971
H35 -23.740 -6.921 18.257
H36 -19.924 -2.509 9.681
C10 -25.744 -6.538 12.477
S4 -21.710 -3.946 10.192
C11 -25.626 0.122 17.628
C12 -19.006 -6.658 16.136
C13 -24.549 -7.247 20.277
S5 -24.613 -2.115 18.708
H37 -26.698 -4.020 10.298
C14 -18.841 -5.931 14.769
H38 -21.968 -1.740 13.120
H39 -17.975 -6.282 14.208
C15 -25.025 -5.797 20.499
Mg1 -25.644 -4.008 16.008
H40 -22.209 -6.536 14.579
H41 -23.548 -7.384 20.686
C16 -20.980 -2.338 9.894
C17 -24.549 -7.466 18.743
H42 -28.226 -3.800 12.544
H43 -23.873 0.807 16.601
H44 -22.703 -0.793 18.700
H45 -24.775 -5.506 10.668
C18 -21.947 -3.652 12.014
H46 -26.643 -2.780 15.275
C19 -25.914 -0.835 18.777
H47 -21.369 -1.940 8.957
C20 -27.658 -4.650 12.165
H48 -24.386 -2.626 15.497

Atomic partial charges in e from the Löwdin method, atoms 1 to 5: O -0.386; O -0.352; H 0.102; H 0.107; C -0.239